ORCA calculation (ωB97M-V with the def2-TZVPD basis set) on C23H25CdN7O7S as an isolated structure.

Last column: Löwdin charge in e.
Element x y z (Å)
Cd1 -0.021 -0.299 -0.207  1.321
C1 -2.014 1.619 1.528  -0.207
C2 -3.023 0.493 1.332  -0.214
N1 -2.661 -0.354 0.206  -0.121
C3 -3.115 -1.723 0.269  -0.199
C4 -2.203 -2.559 1.149  -0.261
C5 -2.670 -3.622 1.915  -0.022
C6 -1.767 -4.317 2.701  -0.060
C7 -0.436 -3.927 2.725  -0.021
C8 -0.050 -2.857 1.932  -0.257
C9 1.373 -2.329 1.891  -0.162
N2 1.394 -0.888 1.757  -0.124
C10 1.050 -0.102 2.945  -0.187
C11 -0.390 0.411 2.921  -0.217
N3 -0.642 1.135 1.675  -0.116
N4 -0.922 -2.219 1.159  0.099
H1 -2.320 2.223 2.392  0.121
H2 -2.030 2.267 0.648  0.115
H3 -4.023 0.934 1.224  0.116
H4 -3.061 -0.136 2.226  0.107
H5 -2.851 0.074 -0.690  0.094
H6 -3.073 -2.136 -0.742  0.086
H7 -4.146 -1.829 0.635  0.117
H8 -3.722 -3.879 1.905  0.109
H9 -2.103 -5.144 3.315  0.105
H10 0.286 -4.427 3.357  0.110
H11 1.868 -2.752 1.012  0.134
H12 1.909 -2.688 2.780  0.115
H13 2.238 -0.561 1.301  0.090
H14 1.708 0.767 2.997  0.100
H15 1.200 -0.696 3.855  0.119
H16 -0.535 1.068 3.787  0.123
H17 -1.087 -0.425 3.009  0.093
H18 -0.026 1.960 1.718  0.073
O1 -0.813 1.262 -1.689  -0.274
N5 -0.465 0.977 -2.935  -0.232
C12 -0.140 2.022 -3.726  -0.043
C13 0.227 1.852 -5.031  -0.066
C14 0.289 0.552 -5.537  -0.079
C15 -0.013 -0.502 -4.713  -0.107
C16 -0.393 -0.314 -3.374  -0.697
S1 -0.748 -1.634 -2.323  0.530
H19 -0.183 2.973 -3.218  0.137
H20 0.490 2.716 -5.623  0.103
H21 0.592 0.373 -6.561  0.101
H22 0.051 -1.523 -5.058  0.095
O2 2.547 1.059 -2.784  0.031
C17 2.489 1.049 -1.558  -0.625
O3 2.110 0.069 -0.812  -0.200
C18 2.916 2.292 -0.790  -0.118
C19 2.398 2.485 0.475  0.042
C20 2.644 3.655 1.206  -0.159
C21 3.504 4.622 0.663  0.068
C22 4.016 4.386 -0.597  -0.143
C23 3.733 3.262 -1.363  0.036
N6 4.913 5.411 -1.176  -0.360
O4 5.276 5.268 -2.327  0.053
O5 5.238 6.353 -0.482  0.055
N7 2.037 3.849 2.435  -0.391
O6 2.282 4.898 3.104  -0.082
O7 1.208 2.942 2.862  -0.153
H23 1.780 1.721 0.906  0.067
H24 3.733 5.518 1.215  0.114
H25 4.121 3.146 -2.363  0.118

Properties
HOMO-LUMO gap (alpha / beta): 4.875 / 7.444 eV
2S+1: 2
strongest force on any atom: 0.00713 Eh/bohr
energy relative to the best compared isomer or geometry (same formula, charge and spin): 0.000 eV
total charge: -1
expectation value of S²: 0.7718
HOMO (alpha / beta): -2.7813 / -5.3504 eV


ORCA calculation (ωB97M-V with the def2-TZVPD basis set) on a 2-piece molecular cluster, C23H25Cl2N5O3S overall.

Last column: Löwdin charge in e.
Element x y z (Å)
N1 2.224 -6.245 1.995  0.084
C1 1.400 -5.380 1.333  -0.690
N2 0.895 -5.828 0.221  0.095
C2 0.109 -4.833 -0.342  -0.327
C3 -0.593 -4.971 -1.537  -0.003
C4 -1.343 -3.897 -2.038  -0.018
C5 -1.398 -2.668 -1.341  -0.126
C6 -2.119 -1.495 -1.875  -0.424
O1 -2.246 -0.484 -1.200  0.068
N3 -2.537 -1.472 -3.193  0.055
C7 -2.928 -0.251 -3.897  -0.123
C8 -1.734 0.466 -4.495  -0.187
C9 -0.536 -0.202 -4.807  -0.025
C10 0.544 0.494 -5.359  -0.096
C11 0.445 1.862 -5.620  -0.674
Cl1 1.809 2.707 -6.312  0.648
C12 -0.744 2.539 -5.326  -0.658
Cl2 -0.890 4.249 -5.657  0.655
C13 -1.821 1.841 -4.764  -0.052
C14 -0.710 -2.568 -0.115  -0.001
C15 0.046 -3.639 0.362  -0.465
S1 1.011 -3.735 1.811  1.068
H1 2.912 -5.832 2.614  0.092
H2 2.495 -7.045 1.431  0.107
H3 -0.542 -5.916 -2.067  0.113
H4 -1.880 -4.037 -2.971  0.102
H5 -2.339 -2.297 -3.745  0.111
H6 -3.462 0.424 -3.216  0.128
H7 -3.627 -0.507 -4.700  0.130
H8 -0.420 -1.264 -4.619  0.107
H9 1.469 -0.025 -5.589  0.106
H10 -2.731 2.387 -4.534  0.116
H11 -0.756 -1.655 0.468  0.096
C16 2.805 4.605 4.925  -0.050
N4 2.371 3.376 4.258  0.024
C17 1.382 3.303 3.357  -0.481
O2 0.757 4.288 2.978  0.059
C18 1.081 1.909 2.785  -0.204
C19 1.801 1.706 1.445  -0.117
C20 0.886 0.738 0.697  -0.151
C21 -0.497 1.214 1.134  -0.130
N5 -0.338 1.647 2.514  0.000
C22 -1.346 1.619 3.410  -0.489
C23 -1.071 1.989 4.859  0.014
O3 -2.485 1.274 3.117  0.044
H12 2.142 5.436 4.670  0.087
H13 3.818 4.861 4.611  0.081
H14 2.787 4.467 6.007  0.081
H15 2.844 2.522 4.504  0.134
H16 1.435 1.151 3.485  0.140
H17 2.801 1.294 1.580  0.118
H18 1.846 2.648 0.895  0.128
H19 1.014 0.803 -0.384  0.121
H20 1.060 -0.279 1.052  0.097
H21 -1.230 0.412 1.050  0.100
H22 -0.808 2.062 0.523  0.138
H23 -0.865 3.056 4.922  0.082
H24 -0.234 1.409 5.239  0.075
H25 -1.960 1.766 5.448  0.085

Properties
HOMO-LUMO gap: 8.797 eV
strongest force on any atom: 0.03858 Eh/bohr
SMILES string: Nc1nc2ccc(C(=O)NCc3ccc(Cl)c(Cl)c3)cc2s1.CNC(=O)[C@@H]1CCCN1C(C)=O
HOMO: -8.6272 eV


ORCA calculation (ωB97M-V with the def2-TZVPD basis set) on C23H25F12InN5O6P as an isolated structure.

Last column: Löwdin charge in e.
Element x y z (Å)
In1 -0.963 -0.630 -0.535  0.867
C1 3.409 3.245 -4.813  -0.057
C2 2.626 2.592 -3.696  -0.251
C3 2.351 3.274 -2.508  -0.055
C4 1.604 2.714 -1.533  -0.029
C5 1.222 1.350 -1.563  -0.168
N1 0.603 0.776 -0.397  -0.027
C6 0.985 1.273 0.853  -0.248
C7 2.352 1.283 1.126  -0.015
C8 2.797 2.058 2.193  -0.039
C9 1.902 2.568 3.151  -0.288
C10 2.488 3.223 4.323  -0.084
C11 0.543 2.260 3.031  0.011
C12 0.069 1.706 1.856  -0.064
C13 -1.435 1.461 1.753  -0.317
O1 -1.777 0.372 1.040  -0.165
C14 -2.063 2.773 1.055  -0.489
F1 -1.647 3.973 1.565  0.124
F2 -3.397 2.762 1.086  0.159
F3 -1.646 2.882 -0.231  0.122
C15 -2.175 1.275 3.178  -0.462
F4 -1.395 0.417 3.918  0.101
F5 -3.354 0.641 3.051  0.148
F6 -2.243 2.427 3.926  0.119
C16 1.457 0.600 -2.773  -0.054
C17 2.147 1.272 -3.812  0.020
C18 0.957 -0.837 -2.978  -0.349
O2 -0.226 -1.038 -2.360  -0.165
C19 0.569 -1.062 -4.492  -0.465
F7 -0.180 0.016 -4.882  0.122
F8 1.597 -1.105 -5.395  0.111
F9 -0.226 -2.176 -4.589  0.131
C20 2.096 -1.872 -2.607  -0.430
F10 3.145 -1.979 -3.530  0.106
F11 1.578 -3.106 -2.420  0.133
F12 2.624 -1.538 -1.381  0.113
H1 3.391 2.696 -5.729  0.063
H2 4.479 3.303 -4.565  0.079
H3 3.123 4.283 -4.883  0.068
H4 2.845 4.178 -2.236  0.108
H5 1.298 3.216 -0.660  0.104
H6 3.103 0.758 0.481  0.138
H7 3.845 2.312 2.393  0.109
H8 2.796 2.464 5.049  0.080
H9 1.905 3.978 4.843  0.071
H10 3.441 3.808 4.037  0.104
H11 -0.019 2.356 3.918  0.103
H12 2.391 0.677 -4.678  0.106
N2 -2.618 0.684 -1.883  0.039
N3 -3.944 0.410 -1.416  0.044
C21 -4.054 -0.622 -0.518  -0.663
O3 -5.037 -0.720 0.201  0.049
O4 -3.092 -1.551 -0.531  -0.110
H13 -2.466 1.728 -1.997  0.137
H14 -2.544 0.222 -2.793  0.106
H15 -4.468 1.211 -1.132  0.136
N4 0.573 -5.745 2.196  0.121
C22 0.407 -4.286 2.382  -0.186
P1 -0.905 -3.717 1.253  0.468
O5 -1.175 -4.851 0.299  -0.322
O6 -0.388 -2.309 0.925  -0.336
C23 -2.436 -3.339 2.227  -0.200
N5 -3.621 -3.172 1.305  0.122
H16 1.549 -5.989 1.953  0.180
H17 -0.025 -6.080 1.405  0.135
H18 0.228 -6.237 3.037  0.173
H19 1.257 -3.714 2.018  0.110
H20 0.188 -4.128 3.487  0.139
H21 -2.309 -2.377 2.814  0.125
H22 -2.652 -4.079 3.016  0.093
H23 -3.645 -3.973 0.700  0.130
H24 -3.418 -2.330 0.559  0.060
H25 -4.400 -2.915 1.914  0.155

Properties
HOMO-LUMO gap: 4.754 eV
strongest force on any atom: 0.05271 Eh/bohr
HOMO: -6.2558 eV


ORCA calculation (ωB97M-V with the def2-TZVPD basis set) on a 3-piece molecular cluster, C23H25F2NO15 overall.

Last column: Löwdin charge in e.
Element x y z (Å)
C1 0.416 3.395 -2.330  -0.060
C2 0.679 2.147 -3.181  -0.178
O1 -0.270 1.062 -2.987  -0.049
C3 -0.735 0.956 -1.714  -0.491
O2 -0.023 0.831 -0.744  0.139
C4 -2.255 0.947 -1.581  -0.075
C5 -2.763 -0.121 -0.598  -0.158
C6 -2.704 -1.570 -1.117  -0.068
C7 -1.304 -2.192 -1.136  -0.247
C8 -0.504 -2.057 -2.464  -0.071
O3 0.893 -1.885 -2.222  -0.085
N1 1.525 -1.231 -3.278  -0.014
O4 2.600 -0.913 -2.952  0.078
O5 -1.628 -3.627 -1.165  0.060
C9 -0.743 -4.404 -0.499  -0.505
O6 -0.567 -5.575 -0.638  0.182
O7 -0.136 -3.572 0.408  0.108
C10 -0.441 -2.201 0.138  -0.204
O8 -1.023 -1.689 1.322  0.066
C11 -0.125 -1.591 2.377  -0.363
O9 -0.165 -2.415 3.255  0.171
C12 0.854 -0.450 2.496  -0.130
C13 1.919 -0.274 1.644  -0.053
C14 2.805 0.759 1.825  -0.063
C15 2.628 1.629 2.875  -0.080
C16 1.548 1.480 3.714  -0.079
C17 0.668 0.444 3.530  -0.027
H1 0.847 4.254 -2.855  0.090
H2 0.908 3.296 -1.356  0.083
H3 -0.657 3.595 -2.183  0.043
H4 0.573 2.441 -4.230  0.122
H5 1.680 1.727 -3.033  0.110
H6 -2.763 0.917 -2.552  0.132
H7 -2.516 1.929 -1.160  0.117
H8 -3.824 0.103 -0.422  0.120
H9 -2.260 0.035 0.358  0.110
H10 -3.308 -2.185 -0.444  0.138
H11 -3.126 -1.616 -2.127  0.138
H12 -0.927 -1.239 -3.060  0.123
H13 -0.635 -2.965 -3.059  0.150
H14 0.551 -1.749 0.092  0.131
H15 2.084 -0.951 0.814  0.105
H16 3.643 0.843 1.141  0.116
H17 3.355 2.423 3.018  0.109
H18 1.389 2.150 4.553  0.109
H19 -0.176 0.332 4.205  0.126
O10 5.117 -6.818 2.270  0.181
C18 4.300 -5.965 2.190  -0.548
O11 2.982 -6.132 2.459  0.080
C19 2.359 -4.845 2.379  -0.050
C20 3.314 -4.092 1.489  -0.305
F1 3.356 -2.770 1.807  0.068
O12 4.562 -4.679 1.805  0.133
H20 2.294 -4.408 3.378  0.148
H21 1.360 -4.917 1.961  0.125
H22 3.119 -4.203 0.420  0.176
O13 -2.493 4.238 -2.459  0.157
C21 -2.672 4.886 -1.481  -0.542
O14 -3.893 5.193 -0.979  0.082
C22 -3.686 5.862 0.270  -0.049
C23 -2.287 6.398 0.110  -0.310
F2 -1.632 6.441 1.293  0.083
O15 -1.678 5.423 -0.720  0.132
H23 -3.761 5.142 1.086  0.147
H24 -4.424 6.646 0.421  0.142
H25 -2.228 7.375 -0.373  0.176

Properties
HOMO-LUMO gap: 9.674 eV
strongest force on any atom: 0.04572 Eh/bohr
SMILES string: CCOC(=O)CCC[C@]1(CON=O)OC(=O)O[C@@H]1OC(=O)c1ccccc1.O=C1OC[C@@H](F)O1.O=C1OC[C@@H](F)O1
HOMO: -9.6785 eV